1.
The following is a DFT calculation (wB97M-V/def2-TZVPD) of a 4-piece molecular cluster, C37H67O17P3Si overall.

Last column: Mulliken charge in e.
Atoms and positions in Å:
P 5.881 -4.613 -4.801  1.176
P -0.596 1.567 4.248  1.125
P -5.985 3.722 9.369  1.210
Si -0.579 -1.507 -2.176  0.200
O 4.163 3.849 -7.667  -0.519
O -5.321 4.241 10.808  -0.297
O -1.995 0.978 -3.850  -0.553
O -1.102 1.245 2.863  -0.747
O 6.856 -4.487 -3.484  -0.347
O -6.497 3.718 7.964  -0.777
O -7.381 3.414 10.180  -0.343
O 5.216 -3.275 -4.756  -0.779
O 4.726 -5.604 -4.194  -0.386
O -1.802 -2.487 -7.165  -0.568
O 0.080 1.954 5.741  -0.284
O -5.265 2.257 9.491  -0.409
O 6.811 -5.901 -5.307  -0.315
O 0.131 0.094 4.466  -0.374
O -1.996 1.273 5.067  -0.297
O 3.564 2.346 -6.132  -0.474
O -2.913 -4.261 -4.285  -0.458
C -0.958 -1.196 -4.020  0.919
C 0.287 3.353 6.023  -0.369
C -2.876 2.777 9.489  -1.073
C 1.130 -2.345 -2.009  -1.225
C -0.369 0.202 -1.345  -0.978
C 1.103 1.339 -9.653  -1.018
C 3.936 -6.846 -6.143  -1.030
C -0.219 1.876 -6.063  -1.508
C 3.383 1.835 -8.614  -0.365
C 2.234 2.400 -9.517  -0.915
C -1.952 -2.378 -1.227  -1.098
C -0.594 -3.623 -4.680  -0.845
C 0.442 1.129 -8.272  0.874
C -0.637 -0.416 -6.791  0.646
C -1.750 -4.420 -4.035  -0.192
C -5.170 5.666 10.976  -0.311
C -8.650 3.614 9.558  -0.317
C -4.027 2.049 8.814  -0.298
C 7.168 -3.213 -2.921  -0.341
C -9.165 2.327 8.944  -1.126
C 3.718 2.753 -7.442  0.358
C -1.291 0.222 -4.475  -0.340
C -3.267 1.416 4.427  -0.209
C 0.356 2.133 -7.315  -0.527
C 2.519 0.611 4.464  -1.010
C -0.071 -0.156 -8.026  -1.137
C -1.017 4.127 6.067  -0.976
C 1.374 -0.155 3.820  -0.088
C 6.222 -2.872 -1.787  -1.002
C -0.692 0.600 -5.829  1.071
C -6.502 6.393 10.978  -1.066
C 3.593 -5.901 -5.004  -0.258
C -1.186 -1.785 -6.402  -0.445
C -0.920 -2.162 -4.945  0.851
C 8.788 -4.633 -6.040  -1.063
C 7.723 -5.653 -6.398  -0.315
C -3.751 0.088 3.880  -1.202
H 0.265 0.078 -0.458  0.287
H -0.432 -4.104 -5.664  0.429
H -4.522 6.054 10.184  0.292
H 8.352 -3.642 -5.878  0.302
H -0.842 5.155 6.390  0.450
H -4.629 0.227 3.247  0.384
H -4.017 -0.585 4.697  0.300
H -1.378 0.484 -1.005  0.244
H 5.180 -3.025 -2.069  0.177
H 1.297 0.090 2.756  0.077
H -1.706 -2.457 -0.156  0.356
H 3.206 0.792 -8.319  0.388
H -6.362 7.448 11.215  0.420
H 1.585 -2.467 -3.010  0.308
H 1.819 -1.677 -1.470  0.381
H 2.854 -6.372 -4.353  0.344
H 7.156 -5.325 -7.273  0.299
H -2.190 -3.396 -1.569  0.356
H 9.522 -4.550 -6.842  0.421
H -10.044 2.517 8.326  0.353
H -1.428 -5.190 -3.287  0.433
H 8.189 -3.274 -2.538  0.374
H 2.538 0.443 5.541  0.221
H 8.189 -6.607 -6.644  0.360
H -7.180 5.952 11.709  0.249
H 4.595 -6.362 -6.869  0.209
H -2.842 2.547 10.554  0.337
H 0.741 3.135 -7.498  0.592
H 9.299 -4.916 -5.120  0.250
H 3.476 0.301 4.039  0.438
H -4.119 2.357 7.768  0.243
H 1.856 3.359 -9.148  0.472
H 4.281 1.823 -9.251  0.349
H 4.458 -7.727 -5.770  0.255
H 6.349 -1.834 -1.474  0.353
H -6.992 6.328 10.001  0.302
H 0.960 3.777 5.272  0.304
H -3.968 1.776 5.184  0.292
H 2.731 2.657 -5.759  0.334
H -2.980 -0.417 3.298  0.274
H -2.870 -1.787 -1.381  0.328
H -3.838 0.976 8.829  0.369
H 1.562 -1.226 3.902  0.352
H 2.646 2.580 -10.521  0.435
H 1.088 -3.350 -1.569  0.399
H -2.991 3.861 9.393  0.213
H 7.165 -2.438 -3.688  0.349
H -1.495 4.159 5.083  0.303
H -0.002 -0.936 -8.784  0.479
H 3.032 -7.163 -6.666  0.423
H -3.226 2.178 3.648  0.343
H -9.340 3.946 10.339  0.373
H -8.407 1.841 8.330  0.284
H 3.157 -4.973 -5.388  0.247
H -1.720 3.655 6.753  0.113
H 0.791 3.411 6.988  0.380
H 6.411 -3.518 -0.927  0.297
H -1.925 2.495 9.033  0.388
H -4.660 5.821 11.926  0.363
H 0.333 -3.789 -4.116  0.027
H -8.600 4.416 8.821  0.345
H 1.623 0.392 -9.870  0.424
H 0.378 1.582 -10.438  0.415
H 0.037 0.900 -2.086  0.285
H 2.411 1.687 4.304  0.199
H -9.438 1.616 9.725  0.286
H -0.293 2.613 -5.264  0.521

Atomic forces in eV per Å
-0.3 -1.9 7.5
-3.3 -8.3 3.3
-3.6 -6.2 2.8
0.6 0.8 1.1
-0.3 -0.4 0.1
0.9 1.9 -2.6
0.3 -0.1 0.1
1.6 3.9 -1.0
0.3 0.1 -0.8
2.1 2.9 -0.1
0.3 0.8 0.0
0.7 -0.2 -3.6
0.4 0.2 -0.7
0.5 -0.1 0.1
1.1 3.1 -2.1
0.2 0.9 0.0
-0.9 2.0 -2.5
0.6 0.2 -0.2
0.1 1.4 -0.1
-0.1 -0.7 -0.5
0.4 0.1 0.0
-0.2 0.3 0.3
-0.2 0.2 0.3
0.0 0.2 0.0
-0.1 -0.1 -0.9
-0.6 -1.1 -0.3
0.8 0.5 1.5
0.1 0.1 -0.1
0.0 -0.3 -0.5
0.2 -0.1 -0.1
-0.1 -0.6 -0.5
-0.2 -0.3 -0.5
-0.6 -0.4 -0.5
-0.1 -0.4 -1.3
-0.1 -0.3 0.2
0.2 0.1 0.1
-0.1 0.3 0.2
-0.2 -0.2 -0.2
0.3 -0.1 -0.1
-0.2 0.2 0.3
0.0 -0.2 0.0
0.3 1.1 -0.3
0.2 -0.5 -0.8
-0.2 -0.2 -0.1
-0.2 0.2 0.6
0.0 0.1 0.0
-0.1 0.4 0.4
-0.1 0.0 0.0
0.1 0.0 0.1
-0.1 -0.1 0.2
-0.5 -0.6 1.1
-0.1 -0.1 -0.1
-0.2 -0.2 -0.2
0.1 0.6 0.4
0.3 -0.1 -0.7
-0.1 0.1 0.2
0.4 0.0 -0.1
0.0 -0.2 0.0
0.0 0.2 -0.3
-0.1 0.0 0.3
0.1 0.0 0.1
0.0 0.0 -0.1
0.0 0.0 0.0
0.0 0.0 0.0
0.0 0.1 0.0
0.4 0.4 -0.2
0.1 0.1 -0.2
0.0 0.0 0.0
-0.1 0.3 -0.3
-0.2 0.4 0.2
0.0 0.0 0.0
-0.1 0.0 0.3
-0.3 -0.4 0.1
0.1 0.1 0.1
0.0 -0.1 0.0
0.1 0.3 0.0
0.0 0.0 0.0
0.0 0.0 0.0
-0.1 0.2 -0.3
0.0 -0.2 -0.1
0.0 -0.1 0.0
-0.2 -0.1 0.1
0.1 0.0 0.0
-0.1 0.0 0.0
0.0 -0.1 0.0
-0.1 -0.3 -0.1
0.0 -0.1 0.0
0.0 0.0 0.0
0.0 0.0 0.0
0.2 -0.2 -0.1
-0.1 0.0 0.4
-0.1 0.0 0.0
0.0 0.0 0.0
0.0 0.0 0.0
0.1 0.0 0.1
0.1 0.0 0.1
0.0 0.1 -0.1
0.0 0.2 -0.1
0.3 -0.2 0.3
-0.2 0.0 0.0
-0.1 0.0 0.0
-0.1 0.1 0.3
0.1 0.4 0.1
0.1 0.0 0.0
-0.2 0.0 0.0
0.0 0.0 0.0
-0.1 0.2 0.2
0.0 0.0 0.0
0.1 -0.1 -0.1
0.2 0.0 0.1
0.0 0.2 -0.1
0.0 0.0 0.0
0.0 0.0 0.0
0.0 -0.2 0.0
0.1 0.0 0.0
0.0 0.0 0.0
0.0 -0.2 0.0
-0.3 0.3 0.0
0.1 -0.1 -0.1
-0.5 0.2 -0.4
0.1 -0.1 0.2
-0.1 0.1 0.5
0.1 0.0 0.0
0.0 0.0 0.0
0.0 0.0 -0.3

## Properties
**Structure (SMILES)**: C[Si](C)(C)C1=C(CC=O)C(=O)c2cc(CCCC(=O)O)ccc2C1=O.CCOP(=O)(OCC)OCC.CCOP(=O)(OCC)OCC.CCOP(=O)(OCC)OCC
**Energy**: -110007.420 eV
**Kohn-Sham gap**: 8.034 eV

2.
The following is a DFT calculation (wB97M-V/def2-TZVPD) of C37H68F2N3O13S4 as an isolated structure.

Last column: Mulliken charge in e.
Atoms and positions in Å:
S -3.643 -4.301 0.735  1.253
S -1.386 0.252 4.562  0.905
S -3.888 2.058 -2.648  1.176
S -0.583 -5.599 -3.999  1.038
F 3.504 2.938 -6.616  -0.279
F 3.020 6.096 4.395  -0.355
O -0.814 1.144 3.548  -0.531
O -3.069 1.802 -3.822  -0.723
O -2.761 -0.149 4.476  -0.717
O -0.919 -4.314 -3.376  -0.521
O 0.600 -5.732 -4.753  -0.711
O -3.866 1.142 -1.485  -0.509
O 1.275 -1.738 1.443  -1.116
O 5.422 3.449 -2.159  -0.440
O -3.252 -4.775 2.021  -0.704
O 4.889 0.787 2.308  -0.564
O -1.135 -0.542 -1.782  -0.273
O -3.960 -5.247 -0.319  -0.688
O 3.220 0.795 -1.000  -1.623
N 0.595 0.097 -0.230  1.410
N 3.494 3.343 -0.762  0.632
N 3.774 -1.025 0.888  1.042
C -2.372 -7.488 -4.327  -0.724
C 3.702 -0.908 3.444  -0.906
C 4.129 3.683 0.471  -0.446
C -0.390 -1.105 4.644  0.552
C 2.448 2.479 -5.980  0.042
C 0.023 -0.691 -1.374  0.408
C -1.946 -6.241 -4.891  -0.865
C -6.004 3.417 -2.199  -0.539
C 1.175 2.570 -6.493  -0.308
C 0.159 -1.133 6.036  -1.239
C -2.716 -2.950 0.031  -0.008
C 2.198 3.844 3.767  -0.783
C 1.381 1.913 -3.785  0.396
C 2.572 2.162 -4.600  -0.471
C -0.781 -0.326 6.857  -0.447
C -4.868 4.393 -1.713  -0.564
C -0.013 2.360 -5.782  -0.634
C -1.149 0.841 6.215  -0.944
C 3.559 4.334 5.822  -0.514
C -4.809 -2.107 1.317  -0.925
C 3.735 5.090 -2.553  -1.347
C 4.072 -0.302 2.177  0.928
C 3.520 2.931 6.206  -0.901
C 0.130 2.050 -4.370  -0.425
C -5.191 -3.504 1.141  -0.886
C 2.727 2.057 5.353  -0.506
C -3.790 -1.812 0.250  -0.007
C 2.147 2.484 4.081  0.856
C -2.100 -7.313 -2.826  -0.421
C -5.533 2.510 -3.163  -1.055
C -0.564 -6.786 -2.723  -0.597
C 4.306 3.856 -1.884  0.789
C -0.341 1.103 0.183  0.109
C 4.695 -2.054 0.436  -0.819
C 1.096 -1.635 -2.078  -0.221
C -3.557 3.752 -2.091  -0.866
C 2.870 4.689 4.662  0.281
H -6.057 1.567 -3.146  0.449
H 3.725 -0.378 0.116  0.100
H -6.336 2.750 -1.248  0.164
H 4.029 2.611 7.037  0.572
H 0.061 -7.755 -2.808  0.280
H 5.247 3.451 0.445  0.388
H -1.775 -0.638 7.191  0.320
H 2.916 -1.162 1.009  -0.494
H 3.528 2.404 -0.806  -0.203
H 0.465 -2.630 -2.165  -0.029
H 0.838 -0.632 0.374  0.125
H 4.365 -2.875 1.069  0.377
H -4.333 -1.604 -0.688  0.292
H -0.772 -1.945 4.245  0.924
H 4.324 -2.213 -0.660  0.264
H 2.558 -0.672 3.690  -0.501
H -5.587 -3.994 2.105  0.412
H -2.724 -5.471 -4.655  0.330
H 4.226 -0.565 4.265  0.437
H -3.299 -0.923 0.596  0.020
H 2.774 1.018 5.640  0.349
H 3.635 3.031 1.237  -0.088
H -2.112 1.127 6.587  0.438
H -5.689 -1.487 1.448  0.535
H -0.272 -6.221 -1.861  0.363
H 1.415 0.468 -0.412  -0.077
H -2.726 3.603 -1.380  0.356
H 1.522 2.053 3.234  -0.131
H 1.597 1.374 -2.896  -0.241
H 2.995 0.444 -2.029  0.113
H -2.931 -6.490 -2.442  0.064
H -4.738 5.273 -2.246  0.340
H 5.564 -1.579 0.457  0.445
H 2.964 4.840 -3.051  0.431
H 4.028 5.104 6.468  0.399
H 0.752 -2.621 1.833  0.048
H -3.115 4.326 -2.722  0.574
H 3.560 2.157 -4.159  0.607
H -1.793 -6.199 -5.857  0.598
H 4.037 -1.773 3.264  0.806
H -1.225 0.774 0.556  0.153
H 1.523 -1.330 -3.117  0.291
H -3.391 -7.779 -4.545  0.344
H 0.422 -0.878 3.984  -0.808
H -1.828 -2.569 0.694  -0.245
H -0.749 2.053 -3.790  0.587
H -1.820 -8.301 -4.563  0.385
H 3.803 4.628 0.992  0.311
H -0.458 1.859 -0.598  0.186
H -6.863 3.995 -2.340  0.488
H -5.699 2.877 -4.086  0.464
H -2.266 -8.239 -2.266  0.427
H -0.474 1.583 6.216  0.379
H 2.571 3.425 -0.834  0.351
H 4.346 5.790 -3.314  0.316
H -5.832 -3.447 0.331  0.370
H -2.762 -2.815 -1.015  0.409
H 1.695 4.309 2.923  0.679
H 0.172 -2.082 6.317  0.555
H 3.356 5.808 -1.849  0.426
H -4.843 4.407 -0.554  0.251
H 1.122 -0.810 6.201  0.299
H 0.188 1.503 1.114  -0.487
H 1.087 2.672 -7.615  0.283
H -4.554 -2.202 2.366  0.107
H 2.009 -1.968 -1.493  -0.107
H -0.911 2.596 -6.419  0.364
H -0.522 -0.277 7.949  0.372

Atomic forces in eV per Å
-2.7 -1.9 -1.4
-1.3 2.4 -2.0
1.4 0.7 -0.2
-0.1 0.8 1.6
0.7 -0.2 -0.9
-0.8 -2.4 -0.2
-0.7 -0.2 0.8
-0.3 -0.5 0.7
-0.5 -0.1 -0.4
0.2 -1.1 -0.7
2.0 0.3 -1.5
-0.5 1.6 -2.1
-1.9 -3.1 1.4
-3.0 -0.2 1.5
1.9 -0.1 0.7
-5.0 -6.4 -2.7
4.1 -0.3 2.2
0.9 0.1 0.1
-1.3 -1.6 -3.8
-7.5 -1.3 -2.9
5.0 3.6 -0.9
8.7 5.0 1.1
-1.2 -0.4 2.8
-5.8 5.7 0.2
0.2 0.0 4.6
3.8 1.6 0.2
-1.0 0.3 4.0
-0.5 -0.3 -3.6
-2.3 3.1 3.0
-0.7 0.6 6.8
-0.9 -0.7 -2.7
-2.4 1.0 -0.3
-0.6 2.8 3.4
0.9 1.0 1.5
2.1 0.1 -3.4
-1.6 0.0 -0.4
-0.3 -3.3 6.0
0.6 -3.0 3.1
1.5 0.6 0.9
-2.4 1.9 -1.9
-0.6 -2.1 0.5
-0.4 -0.1 2.5
5.5 3.2 1.7
6.5 7.5 1.3
-3.1 2.3 -4.9
-0.1 0.9 -2.1
-0.3 -1.1 1.4
1.2 1.0 -0.7
-0.4 1.4 0.7
-0.3 1.0 0.4
-1.7 2.3 1.7
0.0 -3.8 0.5
-1.9 -2.8 0.3
3.3 2.2 -2.7
3.4 2.7 2.1
-5.9 -2.3 -1.8
-0.9 -2.0 0.0
-0.6 -4.5 4.4
1.3 2.2 0.4
-0.4 -0.4 0.1
0.1 2.4 -1.4
0.9 1.7 -1.8
0.9 -0.9 1.8
-0.6 2.0 -0.5
-1.8 0.6 0.0
-0.1 -2.2 -1.1
-10.4 -4.0 1.4
0.7 -6.6 -0.7
1.3 1.9 -0.5
0.2 -3.2 3.9
1.4 -0.7 -0.3
0.4 0.0 0.3
-1.9 -2.9 -0.7
1.1 -0.2 1.9
2.2 -1.5 -0.9
0.4 0.5 -1.9
0.4 -0.5 -0.3
1.4 1.4 1.2
0.5 0.7 -0.5
-0.4 -0.2 -0.2
0.9 -0.2 -0.6
-0.4 1.0 -0.2
-0.1 0.6 -0.9
-0.2 0.0 0.8
6.0 2.7 -2.3
-0.8 0.1 0.7
0.9 -1.0 2.0
-0.4 0.3 1.2
1.3 1.4 4.4
2.4 -1.9 -0.5
-1.1 2.2 -0.3
4.4 0.9 0.3
-5.9 -2.1 -3.8
-0.3 -0.6 -0.8
2.2 3.8 -1.8
2.7 2.9 -5.1
0.1 -0.3 0.0
1.1 0.1 -4.9
1.1 -7.9 -0.5
-2.6 -1.4 0.6
-1.4 -0.2 1.7
-0.4 0.3 0.1
0.4 0.2 -0.8
-1.3 -1.5 -1.7
-1.0 -0.6 0.6
2.1 -2.5 -1.5
0.9 -0.1 -1.6
0.0 -0.2 0.2
-1.4 0.6 -1.1
0.8 1.1 -3.6
0.2 0.3 0.0
2.5 3.0 -0.2
-5.1 1.7 -0.4
-0.5 -2.4 1.9
-1.5 -1.3 -1.7
1.5 -1.4 -1.3
0.1 -0.3 0.0
0.0 -4.3 1.6
-0.1 0.2 0.9
-0.6 0.9 -2.0
2.3 1.2 -0.3
-0.9 0.2 -1.2
0.1 0.4 1.3
1.8 1.3 0.3
-1.3 0.9 -0.1
0.6 -0.7 1.6
1.0 0.8 -0.9

## Properties
**Energy**: -119310.043 eV
**Net charge**: +1
**Kohn-Sham gap**: 8.381 eV
**ΔE to the lowest compared entry with this formula, charge and spin**: 2.850 eV